49
Properties=species:S:1:pos:R:3:nbo_charge:R:1 method="wB97M-V/def2-TZVPD" de_lowest_kj_mol=108.7 lumo_ev=0.23 smiles="O=S(=O)(NCCc1ccccc1)c1cccc(S(=O)(=O)N2CCOCC2)c1" fmax_ev_per_a=1.1 homo_energy_ha=-0.34041
O 1.627 -0.165 -0.925 -0.94
S 0.265 -0.372 -1.321 2.31
O -0.079 -0.274 -2.712 -0.94
N -0.285 -1.821 -0.696 -0.87
C 0.722 -2.753 -0.229 -0.22
C 1.492 -3.421 -1.379 -0.46
C 0.558 -4.217 -2.246 0.06
C 0.270 -5.542 -1.940 -0.25
C -0.628 -6.264 -2.706 -0.20
C -1.256 -5.666 -3.785 -0.22
C -0.979 -4.346 -4.096 -0.19
C -0.077 -3.624 -3.331 -0.28
C -0.748 0.785 -0.404 -0.32
C -1.765 1.489 -1.018 -0.16
C -2.518 2.390 -0.278 -0.21
C -2.228 2.590 1.064 -0.20
C -1.196 1.883 1.654 -0.25
S -0.756 2.191 3.373 2.33
O -0.223 0.980 3.915 -0.93
O -1.878 2.820 4.003 -0.94
N 0.470 3.299 3.358 -0.68
C 0.164 4.664 3.002 -0.26
C 0.537 4.943 1.541 -0.09
O 1.884 4.607 1.295 -0.52
C 2.135 3.240 1.547 -0.09
C 1.806 2.880 3.001 -0.26
C -0.457 0.966 0.934 -0.20
H -0.926 -2.250 -1.349 0.41
H 0.222 -3.504 0.388 0.21
H 1.411 -2.176 0.388 0.22
H 2.261 -4.068 -0.954 0.22
H 1.975 -2.634 -1.961 0.22
H 0.759 -6.012 -1.098 0.21
H -0.837 -7.295 -2.461 0.21
H -1.957 -6.229 -4.384 0.21
H -1.464 -3.874 -4.938 0.21
H 0.138 -2.594 -3.581 0.23
H -1.947 1.322 -2.068 0.25
H -3.322 2.938 -0.745 0.23
H -2.793 3.281 1.670 0.24
H 0.744 5.326 3.655 0.21
H -0.898 4.819 3.186 0.24
H -0.121 4.370 0.868 0.16
H 0.446 6.007 1.317 0.20
H 1.548 2.619 0.854 0.17
H 3.196 3.089 1.347 0.20
H 2.509 3.393 3.668 0.21
H 1.869 1.807 3.173 0.24
H 0.332 0.402 1.405 0.25